Entry from OMol25: a structure of composition C47H50BCrN9O3Te in a non-equilibrium geometry (ωB97M-V/def2-TZVPD).

Computed properties:
highest occupied orbital energy (alpha / beta): -7.44 / -8.07 eV
spin multiplicity: 5
energy relative to the best compared isomer or geometry (same formula, charge and spin): 0.0000 eV
charge: 0
E_tot: -3877.0260 Ha

```
112
C47H50BCrN9O3Te (ωB97M-V/def2-TZVPD)
Cr -0.27 0.53 -0.09
C 1.94 -3.86 -0.13
C 1.97 -3.12 1.17
C 2.75 -3.40 2.32
C 2.41 -2.41 3.21
N 1.48 -1.60 2.62
N 1.23 -2.05 1.36
B 0.77 -0.27 3.02
N -0.75 -0.41 2.66
C -1.69 -0.84 3.52
C -2.74 -1.35 2.80
C -2.37 -1.20 1.45
C -3.10 -1.71 0.25
N -1.18 -0.62 1.39
N 1.47 0.87 2.21
C 2.46 1.63 2.71
C 3.24 2.09 1.67
C 2.66 1.55 0.52
C 3.23 1.58 -0.86
N 1.57 0.85 0.85
N 0.80 0.13 4.49
C 1.21 -0.45 5.64
C 0.94 0.41 6.68
C 0.33 1.52 6.07
C -0.19 2.77 6.72
N 0.25 1.35 4.76
H 2.43 -4.83 -0.03
H 2.46 -3.29 -0.90
H 0.91 -3.99 -0.46
H 3.45 -4.20 2.47
H 2.81 -2.23 4.19
H -1.54 -0.77 4.59
H -3.66 -1.77 3.18
H -4.08 -1.23 0.15
H -3.25 -2.78 0.35
H -2.53 -1.52 -0.66
H 2.56 1.77 3.78
H 4.11 2.71 1.73
H 3.70 2.55 -1.07
H 2.49 1.37 -1.61
H 4.01 0.82 -0.92
H 1.64 -1.43 5.68
H 1.14 0.25 7.73
H 0.04 2.75 7.79
H -1.27 2.84 6.60
H 0.26 3.66 6.28
C -1.89 3.28 2.72
C -1.89 2.50 1.44
O -0.78 2.06 1.09
C -3.09 2.32 0.67
C -4.28 3.01 1.03
C -5.41 2.93 0.28
C -5.40 2.15 -0.89
C -4.28 1.46 -1.28
C -3.09 1.50 -0.49
O -2.10 0.77 -0.88
H -0.93 3.13 3.22
H -2.69 2.92 3.38
H -2.05 4.34 2.53
H -4.27 3.62 1.92
H -6.31 3.46 0.58
H -6.29 2.08 -1.50
H -4.26 0.85 -2.17
C -1.56 9.67 -3.55
C -1.32 8.23 -3.19
C -1.43 7.79 -1.88
C -1.20 6.46 -1.54
C -1.37 6.04 -0.09
C -0.81 5.55 -2.54
Te -0.21 3.54 -1.82
N 0.26 1.39 -1.86
C -0.13 0.28 -2.44
O -0.04 -0.77 -1.70
C -0.72 0.16 -3.80
C -0.50 -1.01 -4.53
C -1.06 -1.17 -5.78
C -1.88 -0.18 -6.31
C -2.13 0.97 -5.58
C -1.55 1.15 -4.33
C 1.61 3.80 -2.89
C 1.89 2.93 -3.94
C 3.07 3.05 -4.65
C 3.97 4.05 -4.33
C 3.69 4.91 -3.28
C 2.52 4.80 -2.54
C 2.28 5.74 -1.38
C -0.76 5.96 -3.87
C -0.46 5.02 -5.01
C -1.00 7.30 -4.18
H -1.74 10.28 -2.67
H -2.44 9.76 -4.21
H -0.71 10.09 -4.09
H -1.71 8.49 -1.10
H -1.80 6.85 0.49
H -0.42 5.76 0.36
H -2.04 5.18 -0.01
H 0.13 -1.78 -4.09
H -0.87 -2.07 -6.35
H -2.33 -0.31 -7.29
H -2.78 1.74 -5.98
H -1.77 2.03 -3.75
H 1.19 2.15 -4.19
H 3.28 2.36 -5.47
H 4.90 4.15 -4.87
H 4.40 5.69 -3.02
H 3.21 6.24 -1.09
H 1.91 5.19 -0.51
H 1.55 6.51 -1.63
H -0.65 3.98 -4.74
H 0.59 5.09 -5.31
H -1.06 5.27 -5.88
H -0.95 7.62 -5.21
```


Entry from OMol25: a structure of composition C47H53BClN10O3Ti in a non-equilibrium geometry (ωB97M-V/def2-TZVPD).

Computed properties:
highest occupied orbital energy (alpha / beta): -1.95 / -5.99 eV
spin multiplicity: 3
energy relative to the best compared isomer or geometry (same formula, charge and spin): 1.1655 eV
charge: -1
E_tot: -3930.8930 Ha

```
116
C47H53BClN10O3Ti (ωB97M-V/def2-TZVPD)
Ti 0.43 -0.57 -0.45
C 1.56 -1.35 4.88
C 1.32 -0.42 3.74
C 1.57 0.94 3.68
C 1.18 1.32 2.39
N 0.73 0.26 1.71
N 0.81 -0.80 2.55
B 0.21 -2.22 2.17
N 1.04 -2.97 1.17
N 1.28 -2.43 -0.11
C 2.41 -3.05 -0.53
C 2.91 -3.91 0.45
C 2.03 -3.86 1.49
C 2.00 -4.65 2.75
C 2.92 -2.87 -1.88
C 2.10 -3.10 -2.98
C 2.57 -3.00 -4.27
C 3.90 -2.67 -4.50
C 4.74 -2.46 -3.42
C 4.26 -2.57 -2.12
N -1.25 -1.97 1.66
N -1.52 -1.70 0.36
C -2.86 -1.70 0.26
C -3.45 -1.90 1.52
C -2.38 -2.06 2.39
C -2.38 -2.31 3.86
C -3.56 -1.69 -1.04
C -2.99 -2.29 -2.16
C -3.73 -2.40 -3.33
C -5.02 -1.89 -3.40
C -5.59 -1.27 -2.29
C -4.86 -1.18 -1.12
C 1.26 2.71 1.85
C 1.58 3.00 0.53
C 1.73 4.32 0.13
C 1.53 5.36 1.03
C 1.18 5.08 2.34
C 1.06 3.76 2.75
H 1.95 -0.79 5.72
H 2.28 -2.12 4.61
H 0.65 -1.86 5.19
H 2.00 1.56 4.45
H 0.15 -2.85 3.18
H 3.76 -4.56 0.35
H 2.72 -5.46 2.68
H 1.02 -5.07 2.92
H 2.25 -4.06 3.63
H 1.07 -3.39 -2.79
H 1.90 -3.18 -5.10
H 4.27 -2.57 -5.51
H 5.78 -2.19 -3.57
H 4.92 -2.38 -1.28
H -4.49 -1.98 1.75
H -3.41 -2.33 4.22
H -1.84 -1.52 4.39
H -1.90 -3.26 4.10
H -1.99 -2.68 -2.10
H -3.29 -2.89 -4.18
H -5.58 -1.98 -4.32
H -6.58 -0.86 -2.34
H -5.30 -0.70 -0.25
H 1.70 2.22 -0.20
H 2.00 4.52 -0.90
H 1.64 6.39 0.71
H 1.00 5.88 3.05
H 0.79 3.54 3.78
C -3.17 1.69 -0.46
N -4.32 2.60 -0.51
C -3.87 3.86 -1.09
N -2.78 4.47 -0.33
C -1.67 3.51 -0.28
N -2.05 2.23 0.31
C -2.52 2.50 1.67
N -3.65 3.43 1.69
C -4.73 2.86 0.87
C -3.23 4.68 1.04
H -2.83 1.45 -1.47
H -3.49 0.77 0.03
H -4.72 4.56 -1.11
H -3.53 3.68 -2.11
H -0.87 3.96 0.32
H -1.29 3.34 -1.29
H -1.70 2.90 2.25
H -2.84 1.55 2.11
H -5.57 3.55 0.87
H -5.04 1.92 1.33
H -2.41 5.11 1.62
H -4.07 5.38 1.04
Cl 7.17 -1.34 3.64
C 6.10 -0.82 2.34
C 4.76 -1.16 2.40
C 3.92 -0.75 1.38
C 4.43 -0.01 0.31
C 5.78 0.32 0.28
C 6.63 -0.09 1.30
C 3.52 0.47 -0.82
O 4.00 1.19 -1.70
O 2.28 0.13 -0.70
H 4.37 -1.74 3.23
H 2.87 -1.01 1.40
H 6.15 0.90 -0.56
H 7.68 0.16 1.28
C -1.27 1.17 -3.81
C -0.25 0.08 -3.48
C -0.59 -1.16 -4.29
C 1.16 0.58 -3.79
O -0.36 -0.17 -2.10
H -1.26 1.42 -4.87
H -1.05 2.09 -3.25
H -2.27 0.84 -3.55
H -0.13 -1.12 -5.28
H -1.67 -1.26 -4.43
H -0.24 -2.05 -3.79
H 1.25 0.82 -4.86
H 1.91 -0.18 -3.55
H 1.41 1.46 -3.21
```


Question: What is the E_tot in the first record?
Answer: -3877.0260 Ha


Question: E_tot of number 2 (C47H53BClN10O3Ti)?
Answer: -3930.8930 Ha


Question: Which value of E_tot does entry 2 give?
Answer: -3930.8930 Ha


Question: Among the records above, which one has the lowest E_tot?
Answer: C47H53BClN10O3Ti